7 unconnected molecules or ions with the total composition C24H67N5O9 at a distorted geometry, computed with wB97M-V/def2-TZVPD.

```
105
Properties=species:S:1:pos:R:3:mulliken_charge:R:1
C -0.2254 0.7232 5.0258 -0.471
O -0.7934 -0.4936 4.6147 -0.536
C -1.8243 -0.3611 3.6611 -0.624
C -2.5368 -1.6969 3.1712 0.558
C -3.7161 -1.5869 2.1801 -1.210
N -3.1676 -2.3937 4.2847 -0.758
H -1.0037 1.3118 5.5116 0.306
H 0.3563 1.0386 4.1597 0.023
H 0.4808 0.6488 5.8527 0.263
H -2.4904 0.3816 4.1003 0.497
H -1.2851 0.0802 2.8228 -0.457
H -1.6924 -2.2655 2.7816 -0.383
H -3.3933 -1.1783 1.2225 -0.121
H -4.5459 -0.9907 2.5597 0.482
H -4.2250 -2.4988 1.8678 0.366
H -3.8986 -1.8016 4.6523 0.304
H -2.4725 -2.3775 5.0173 0.397
C -2.5254 -0.5218 -1.7774 -0.193
O -1.8802 -1.2757 -0.7535 -0.087
C -1.0168 -2.2756 -1.3041 -1.615
C 0.0832 -2.9396 -0.4284 0.834
C -0.4468 -3.8030 0.7227 -1.559
N 0.9723 -1.9015 0.0858 0.669
H -2.8789 -1.1036 -2.6287 0.556
H -1.8403 0.2221 -2.1840 0.197
H -3.2994 0.0975 -1.3240 -0.426
H -1.7683 -3.0302 -1.5366 0.632
H -0.6308 -2.0097 -2.2882 0.649
H 0.6583 -3.5067 -1.1603 0.033
H 0.4124 -4.2513 1.2216 0.442
H -0.9406 -4.7391 0.4618 0.473
H -1.0886 -3.2475 1.4065 0.133
H 1.1962 -2.0729 1.0557 0.734
H 0.4208 -1.0737 0.2610 -2.425
C 2.8196 -3.2556 -3.3666 -1.064
O 3.1665 -1.8450 -3.3491 -0.536
C 2.1177 -0.9564 -2.9048 -0.701
C 2.4961 0.5471 -2.8748 0.848
C 1.3358 1.4430 -2.3337 -1.437
N 2.8053 1.0868 -4.1295 -0.569
H 2.0391 -3.4463 -4.1032 0.366
H 2.5078 -3.7596 -2.4518 0.319
H 3.6712 -3.8517 -3.6944 0.393
H 1.3569 -1.1444 -3.6624 1.131
H 1.6935 -1.2164 -1.9350 -0.145
H 3.4389 0.7885 -2.3840 0.158
H 0.3286 1.0914 -2.5573 0.762
H 1.3901 2.4820 -2.6588 0.990
H 1.3361 1.4745 -1.2441 -0.162
H 1.8961 1.2105 -4.5514 0.363
H 3.3131 0.3840 -4.6474 0.350
C -2.7751 1.9590 -0.7195 -2.188
O -2.3114 0.9025 0.0144 0.453
C -1.4095 1.4280 0.9767 -1.496
C -0.3406 0.3711 1.2607 1.254
C 0.6431 0.5250 -0.0074 -1.439
N -0.9147 -0.9773 1.4762 -0.531
H -3.2684 2.7552 -0.1621 0.369
H -3.4439 1.5537 -1.4789 0.784
H -1.9529 2.3036 -1.3467 0.037
H -0.7864 2.2911 0.7428 0.566
H -1.9150 1.7923 1.8711 0.781
H 0.1829 0.8059 2.1122 -0.054
H 0.2986 0.3444 -1.0257 -0.413
H 1.4499 -0.1978 0.1140 -0.125
H 0.9895 1.5511 0.1156 0.252
H -1.4733 -1.2230 0.6714 0.219
H -1.6200 -0.9900 2.1990 1.550
C 4.3705 -2.1052 -1.6487 -0.633
O 4.5398 -1.7285 -0.3090 -0.475
C 3.3261 -1.3251 0.3029 1.223
C 3.5669 -0.3937 1.4557 -0.165
C 4.6433 -0.8573 2.4162 -1.636
N 2.2713 -0.2807 2.1786 -0.235
H 3.7284 -2.9423 -1.9228 0.071
H 5.3815 -2.4075 -1.9219 0.381
H 3.9971 -1.3328 -2.3211 0.458
H 2.6681 -0.7376 -0.3374 -0.609
H 2.8437 -2.2781 0.5197 0.348
H 3.7047 0.6585 1.2066 0.137
H 4.7034 -0.1038 3.2016 0.446
H 5.5626 -0.7845 1.8351 0.388
H 4.4543 -1.8412 2.8455 0.362
H 2.1955 0.5406 2.7615 0.321
H 2.3181 -1.0974 2.7708 0.274
O 1.3453 3.0736 0.7054 -0.442
C 1.3041 3.9533 -0.4546 -0.341
C 2.6343 3.7839 -1.2385 -0.285
O 2.5865 4.2266 -2.5865 -0.660
H 1.2211 3.6613 1.4543 0.346
H 0.4910 3.7319 -1.1459 0.024
H 1.2382 4.9790 -0.0918 0.587
H 2.8780 2.7285 -1.3600 0.235
H 3.2774 4.2485 -0.4910 0.334
H 3.0871 3.6266 -3.1441 0.351
O -6.4918 1.5377 -0.3718 -0.627
C -5.2739 2.1280 -0.5840 0.801
C -5.2802 3.0552 -1.7713 -0.550
O -4.1298 3.9196 -1.8419 -0.525
H -6.2607 0.7167 0.0688 0.382
H -5.0528 2.7182 0.3054 0.275
H -4.4995 1.3628 -0.6375 -0.378
H -6.2387 3.5700 -1.7050 0.367
H -5.2017 2.4580 -2.6797 0.370
H -3.9672 4.2033 -2.7445 0.306
```

Computed properties:
- LUMO level: 0.250 eV
- HOMO-LUMO gap: 7.855 eV
- Structure (SMILES): COC[C@H](C)N.COC[C@H](C)N.COC[C@H](C)N.COC[C@H](C)N.COC[C@H](C)N.OCCO.OCCO

8 unconnected molecules or ions with the total composition C24H68N4O12 at a distorted geometry, computed with wB97M-V/def2-TZVPD.

```
108
Properties=species:S:1:pos:R:3:mulliken_charge:R:1
C -0.0503 6.0878 0.1531 -0.914
O 0.1829 5.0551 1.0392 -0.292
C -0.9742 4.4118 1.5498 0.132
C -0.5036 3.4821 2.6973 -1.177
N 0.3228 2.4203 2.1921 0.257
C 0.6204 1.4107 3.2600 -0.597
C 2.0945 0.9876 3.2839 0.419
O 3.0098 2.0623 3.3584 -0.399
C 4.3658 1.6874 3.8144 -0.827
H -0.7726 6.8259 0.5021 0.355
H -0.5469 5.6354 -0.7052 0.331
H 0.8264 6.5566 -0.2939 0.273
H -1.4382 3.8364 0.7487 -0.366
H -1.7467 5.1191 1.8514 0.595
H -1.3251 3.1064 3.3073 0.490
H 0.2156 4.0453 3.2919 0.476
H 1.0686 3.0450 1.9209 0.106
H -0.0807 0.5926 3.0947 -0.275
H 0.4404 1.8436 4.2440 0.704
H 2.4024 0.3638 2.4448 -0.399
H 2.2213 0.2996 4.1197 0.472
H 4.4528 1.6005 4.8974 0.305
H 5.0764 2.4500 3.4955 0.277
H 4.6450 0.7462 3.3408 0.330
C -0.0001 -4.6019 -1.1997 -0.336
O -1.0292 -5.2116 -0.4855 -0.478
C -2.0963 -4.2774 -0.1580 -0.003
C -1.7920 -3.8207 1.2729 -0.363
N -2.7307 -4.3342 2.3177 -0.398
C -2.3575 -4.1874 3.7804 -1.049
C -2.2356 -2.6896 4.2165 0.402
O -3.3282 -1.9498 3.6802 -0.401
C -3.3502 -0.5699 3.9940 -0.146
H 0.9501 -5.1325 -1.2593 0.374
H 0.3834 -3.7932 -0.5776 -0.058
H -0.3965 -4.3491 -2.1831 0.290
H -3.0679 -4.7613 -0.2574 0.367
H -2.1400 -3.3657 -0.7539 -0.100
H -1.8972 -2.7369 1.2221 0.257
H -0.7261 -3.8877 1.4907 0.225
H -3.7172 -4.1180 2.3255 0.307
H -1.3941 -4.6102 4.0653 0.387
H -3.1213 -4.6942 4.3703 0.361
H -1.4169 -2.3218 3.5979 -0.417
H -2.0067 -2.5270 5.2697 0.565
H -2.4459 -0.2180 3.4974 -0.318
H -3.3114 -0.3105 5.0520 0.326
H -4.1459 -0.0659 3.4456 0.298
C -2.6357 1.8195 -1.2646 -0.785
O -3.8291 1.3122 -1.8599 -0.316
C -4.4076 1.9510 -2.8981 -0.701
C -4.6987 1.0357 -4.0845 -0.572
N -3.4739 0.6520 -4.8121 -0.394
C -3.4119 -0.8069 -5.0922 -0.935
C -2.9037 -1.5800 -3.8485 -0.307
O -1.4469 -1.5760 -3.8957 -0.430
C -0.7638 -0.8400 -2.9101 -0.171
H -2.8242 2.8229 -0.8826 0.498
H -1.7660 1.9042 -1.9162 0.232
H -2.3842 1.2213 -0.3888 0.185
H -3.9472 2.8857 -3.2182 0.346
H -5.3680 2.2394 -2.4708 0.407
H -5.2868 1.5241 -4.8615 0.423
H -5.3051 0.1995 -3.7364 0.310
H -2.7451 0.7598 -4.1213 0.190
H -2.7471 -0.8342 -5.9556 0.294
H -4.4046 -1.0672 -5.4596 0.457
H -3.2864 -2.5978 -3.9238 0.441
H -3.4535 -1.1446 -3.0141 0.301
H 0.3080 -0.9407 -3.0808 0.139
H -1.0188 -1.0384 -1.8691 0.203
H -0.9537 0.2333 -2.9033 0.062
C 1.8002 4.0892 -2.3069 -0.627
O 2.5714 2.9728 -2.0285 -0.416
C 2.7290 2.6733 -0.6495 0.202
C 3.6883 1.4440 -0.3449 -1.460
N 3.0372 0.2614 -0.9429 0.045
C 3.5683 -1.0071 -0.4121 -0.967
C 3.0158 -2.2057 -1.2133 -0.097
O 3.6306 -2.0526 -2.5464 -0.391
C 3.1189 -2.8594 -3.5339 -0.567
H 0.8300 4.0076 -1.8168 -0.023
H 1.4773 3.9670 -3.3408 0.386
H 2.1726 5.0267 -1.8940 0.354
H 1.7721 2.5562 -0.1408 -0.008
H 3.1357 3.5663 -0.1750 0.463
H 3.8978 1.1760 0.6906 0.526
H 4.6920 1.5938 -0.7430 0.414
H 3.0286 0.2564 -1.9529 0.319
H 3.3781 -1.2099 0.6418 0.257
H 4.6478 -0.9679 -0.5584 0.625
H 1.9288 -2.2569 -1.2752 -0.294
H 3.4187 -3.1001 -0.7379 0.534
H 3.2688 -3.9236 -3.3521 0.307
H 3.4930 -2.5440 -4.5079 0.242
H 2.0375 -2.8148 -3.4046 0.121
O 4.1990 1.3222 -3.2668 -0.678
H 3.6749 1.9265 -2.7411 0.419
H 3.8811 1.4445 -4.1613 0.286
O 0.7338 -0.2304 0.8109 0.297
H 0.2378 0.5285 1.1180 -0.159
H 1.3429 0.1266 0.1645 -0.247
O 1.2153 -2.0434 2.6283 -0.155
H 0.7195 -1.8253 3.4176 0.268
H 0.9384 -1.3924 1.9835 -0.162
O 3.0703 -3.8992 3.8355 -0.652
H 2.7178 -3.2054 3.2781 0.301
H 2.5514 -4.6723 3.6136 0.294
```

Computed properties:
- LUMO level: 0.394 eV
- HOMO-LUMO gap: 8.613 eV
- Structure (SMILES): COCCNCCOC.COCCNCCOC.COCCNCCOC.COCCNCCOC.O.O.O.O

8 unconnected molecules or ions with the total composition C24H68N4O8 at a distorted geometry, computed with wB97M-V/def2-TZVPD.

```
104
Properties=species:S:1:pos:R:3:mulliken_charge:R:1
C 1.7736 -0.9432 0.6322 -0.127
C 1.0808 -1.2263 -0.6980 -1.025
O -0.3406 -1.2850 -0.4655 -0.256
H 2.8508 -1.0973 0.5692 0.157
H 1.4924 -1.5360 1.5026 0.318
H 1.4637 0.0698 0.8890 -0.042
H 1.3969 -2.1708 -1.1409 0.329
H 1.2424 -0.4613 -1.4574 0.359
H -0.3376 -2.0428 0.1239 -0.095
C -1.7107 -3.6920 1.9116 -1.242
C -0.4473 -4.4652 2.2975 -0.702
O 0.6111 -4.0766 1.4036 0.393
H -2.0515 -3.9399 0.9064 0.361
H -1.6486 -2.6040 1.8888 -0.009
H -2.5781 -3.9386 2.5239 0.555
H -0.7676 -5.4768 2.0481 0.402
H -0.2953 -4.3882 3.3741 0.403
H 1.3608 -4.5960 1.7032 -0.253
C 4.8021 1.0144 0.6179 -0.674
C 6.1326 0.5279 1.0968 -0.522
O 6.0544 -0.2959 2.1909 -0.382
H 4.6178 0.6532 -0.3938 0.165
H 4.8555 2.1007 0.5456 0.435
H 3.9585 0.7897 1.2706 0.043
H 6.7551 1.4060 1.2689 0.265
H 6.4773 -0.0945 0.2710 0.323
H 5.6870 0.1928 2.9310 0.272
C 3.1650 -2.5419 4.2026 -0.521
C 2.4730 -1.9798 5.5015 -0.472
O 3.1189 -0.8378 6.0898 -0.390
H 4.0027 -3.1934 4.4515 0.542
H 3.6169 -1.8603 3.4819 0.083
H 2.4458 -3.1521 3.6563 -0.120
H 2.3566 -2.7948 6.2159 0.342
H 1.4690 -1.7478 5.1464 0.175
H 3.4906 -1.1744 6.9084 0.285
C 1.4259 -3.4547 -4.7362 -1.928
C 1.7123 -2.2344 -5.5813 1.786
C 3.2216 -2.0102 -5.6602 -1.078
O 3.5654 -0.8118 -6.3865 -0.338
C 3.1701 0.4657 -5.7795 -0.721
N 1.2165 -2.6400 -6.8719 -0.837
H 0.3487 -3.6175 -4.7025 0.279
H 1.8353 -3.3774 -3.7290 0.392
H 1.8467 -4.3939 -5.0952 0.503
H 1.1291 -1.4080 -5.1749 -0.356
H 3.6484 -2.8922 -6.1376 0.306
H 3.5898 -1.9296 -4.6374 0.379
H 2.0871 0.5428 -5.8751 0.250
H 3.6589 1.2614 -6.3417 0.286
H 3.4847 0.5701 -4.7411 0.269
H 1.3663 -3.6259 -7.0321 0.345
H 0.2182 -2.5095 -6.7913 0.302
C -4.0208 0.9356 -0.5369 -1.833
C -3.9578 0.7532 0.9539 1.079
C -4.7430 -0.4736 1.4587 -1.027
O -6.1076 -0.5922 1.1052 -0.370
C -6.9701 0.1749 1.8948 -0.824
N -2.5266 0.6633 1.3002 -0.583
H -5.0057 1.2201 -0.9072 0.504
H -3.8144 0.1472 -1.2606 0.263
H -3.5274 1.8921 -0.7092 0.454
H -4.3611 1.6486 1.4268 0.081
H -4.6636 -0.6656 2.5287 0.527
H -4.2294 -1.2704 0.9207 0.257
H -6.8025 1.2479 1.9878 0.307
H -6.8087 -0.0572 2.9475 0.332
H -8.0324 -0.0582 1.8227 0.323
H -2.1382 1.0765 0.4645 0.137
H -2.1071 -0.2552 1.2793 0.141
C 0.1334 2.9152 2.4832 -1.395
C -0.9835 3.2526 3.4911 0.487
C -0.7605 4.5991 4.2010 -0.906
O 0.3176 4.5011 5.1267 -0.225
C 0.6430 5.6975 5.7769 -0.745
N -2.2475 3.1335 2.7763 -0.707
H 1.1639 3.0772 2.7992 0.414
H -0.1024 3.5802 1.6524 0.310
H 0.0973 1.9343 2.0092 0.208
H -0.8192 2.4877 4.2500 0.340
H -1.6778 4.9064 4.7031 0.415
H -0.6167 5.3059 3.3837 0.318
H 1.4625 5.4957 6.4667 0.225
H -0.2502 5.9396 6.3528 0.301
H 0.7972 6.4743 5.0279 0.306
H -2.1882 3.6726 1.9242 0.304
H -2.2430 2.1823 2.4368 0.456
C -1.2300 2.8616 -4.1733 -1.691
C -1.6096 1.9687 -2.9642 0.773
C -1.6001 0.4205 -3.2356 0.203
O -2.7074 0.0921 -4.1356 -0.386
C -3.0701 -1.2635 -4.3643 -0.632
N -0.7594 2.3598 -1.8995 -0.536
H -1.9644 2.8630 -4.9787 0.352
H -0.2666 2.4524 -4.4776 0.334
H -0.9840 3.8806 -3.8748 0.478
H -2.6427 2.2404 -2.7472 0.048
H -1.8426 -0.0297 -2.2730 -0.160
H -0.6231 -0.0257 -3.4214 0.168
H -3.6523 -1.2962 -5.2852 0.302
H -3.5983 -1.7680 -3.5553 0.249
H -2.1419 -1.7946 -4.5749 0.067
H -0.3458 1.4832 -1.6155 -0.011
H 0.0296 2.9365 -2.1544 0.359
```

Computed properties:
- Expectation value of S²: 0.751
- Net charge: -1
- LUMO level (spin up / spin down): 2.477 / 2.365 eV
- 2S+1: 2
- HOMO-LUMO gap (spin up / spin down): 1.879 / 9.278 eV

7 unconnected molecules or ions with the total composition C24H68N6O7 at a distorted geometry, computed with wB97M-V/def2-TZVPD.

```
105
Properties=species:S:1:pos:R:3:mulliken_charge:R:1
C -2.2797 -1.0867 -1.6985 -1.021
O -1.5933 -1.6737 -2.8111 -0.098
C -2.4108 -2.5375 -3.5869 -0.813
C -1.5677 -3.1839 -4.7419 0.654
C -0.9650 -2.2589 -5.7767 -1.267
N -2.3302 -4.1828 -5.4302 -0.640
H -2.5057 -1.8141 -0.9371 0.440
H -3.2224 -0.6467 -1.9310 0.554
H -1.7612 -0.2727 -1.2432 0.006
H -2.7899 -3.3681 -2.9530 0.321
H -3.2492 -2.0053 -4.0811 0.222
H -0.7317 -3.7288 -4.2626 0.242
H -1.7627 -2.0309 -6.5166 0.424
H -0.2675 -2.8605 -6.2940 0.329
H -0.5464 -1.3420 -5.3520 0.142
H -2.6849 -3.9082 -6.3007 0.210
H -1.9162 -5.0507 -5.5659 0.228
C -4.8908 5.2149 1.8249 -0.872
O -3.5749 4.6514 1.8619 -0.292
C -3.1662 4.0713 0.6055 -1.081
C -1.7141 3.5783 0.7046 1.568
C -0.6364 4.6145 0.5600 -1.748
N -1.5288 2.4269 -0.1357 -0.176
H -5.2729 5.4898 2.8138 0.277
H -5.6363 4.5445 1.3258 0.315
H -4.9375 6.1887 1.3010 0.308
H -3.8875 3.2214 0.4313 0.262
H -3.3258 4.8054 -0.1822 0.638
H -1.5718 3.2451 1.7238 -0.591
H -0.5780 5.0292 -0.4372 0.451
H 0.3110 4.2136 0.7635 0.356
H -0.8702 5.4585 1.2649 0.335
H -1.3052 2.7587 -1.0792 0.211
H -0.7668 1.8561 0.1807 0.121
C 5.0596 1.2959 -3.9726 -0.708
O 3.7433 0.9039 -4.1126 -0.343
C 3.3711 -0.1484 -3.1533 -0.157
C 1.9318 -0.5432 -3.4591 0.306
C 1.0262 0.6094 -3.2226 -0.916
N 1.5589 -1.8053 -2.6396 -0.275
H 5.7096 0.4388 -4.2757 0.284
H 5.3610 1.6611 -2.9694 0.213
H 5.1531 2.0683 -4.7119 0.289
H 4.0942 -1.0079 -3.3298 0.410
H 3.5743 0.1622 -2.1361 -0.120
H 1.9908 -0.9032 -4.4799 0.201
H -0.0377 0.3490 -3.2795 0.222
H 1.1773 1.4534 -3.9574 0.391
H 1.2861 1.0283 -2.2277 0.061
H 0.5353 -1.9467 -2.5625 0.297
H 1.8599 -1.6519 -1.6779 -0.074
C 4.9579 -2.2019 0.5178 -0.683
O 4.5761 -0.8911 0.1809 -0.108
C 4.4036 -0.0345 1.2877 -0.746
C 3.6936 1.2495 0.8760 0.868
C 3.6831 2.3101 2.0473 -1.810
N 2.3363 1.0187 0.2917 -0.024
H 5.9103 -2.1381 1.0384 0.378
H 5.1321 -2.7048 -0.4031 0.237
H 4.1943 -2.7255 1.1044 0.087
H 3.8048 -0.5465 1.9956 0.226
H 5.3712 0.1587 1.7835 0.428
H 4.2270 1.7438 -0.0054 -0.020
H 4.7498 2.4801 2.2620 0.496
H 3.0783 1.8870 2.8099 0.381
H 3.3127 3.2799 1.7638 0.385
H 2.1572 0.0178 0.2660 -0.164
H 1.6356 1.5020 0.9090 0.010
C -1.9520 2.6445 4.6636 -0.787
O -2.5003 1.5207 4.0253 -0.469
C -3.7451 1.7256 3.4298 0.298
C -4.1937 0.4296 2.7815 0.146
C -4.2278 -0.7660 3.7037 -1.615
N -3.3243 0.0968 1.6723 -0.166
H -2.3537 2.9282 5.6513 0.312
H -1.9950 3.5539 4.0169 0.229
H -0.9041 2.3331 4.8111 0.231
H -4.5393 2.1437 4.0751 0.571
H -3.6376 2.4856 2.5608 -0.378
H -5.2324 0.7071 2.4736 0.305
H -4.8529 -0.4775 4.5854 0.402
H -3.2443 -1.0044 4.0705 0.321
H -4.6196 -1.5923 3.1312 0.393
H -2.5455 -0.4817 1.8064 -0.048
H -3.2385 0.8694 0.9943 0.111
C 2.0231 -4.4350 -0.5600 -0.979
O 1.6606 -3.3553 0.3021 0.081
C 1.4900 -3.6611 1.6165 -1.190
C 1.0904 -2.4067 2.3150 1.579
C 0.8521 -2.6775 3.8126 -1.544
N -0.1009 -1.7906 1.6718 -0.204
H 1.3553 -5.3030 -0.3314 0.318
H 3.0247 -4.7790 -0.3121 0.330
H 2.0858 -4.1358 -1.5979 0.257
H 0.6569 -4.4202 1.7257 0.415
H 2.3743 -4.0516 2.1786 0.334
H 1.8689 -1.6408 2.1459 -0.920
H 0.7433 -1.7510 4.3808 0.299
H 1.7784 -3.1837 4.1238 0.457
H -0.0520 -3.2836 3.8408 0.412
H 0.0321 -1.8096 0.6556 -0.156
H -0.9109 -2.3759 1.8505 0.336
O -0.2262 0.9732 2.3553 -0.450
H -1.0615 1.0961 2.8469 0.368
H -0.2599 0.0888 1.9236 0.365
```

Computed properties:
- LUMO level: 0.679 eV
- HOMO-LUMO gap: 9.239 eV
- Structure (SMILES): COC[C@H](C)N.COC[C@H](C)N.COC[C@H](C)N.COC[C@H](C)N.COC[C@H](C)N.COC[C@H](C)N.O

Computed relative energy (zero: lowest compared OMol25 entry of this formula, charge and spin), in the same sequence as the records: 411.8; 97.6; 12.7; 39.9 kcal per mole.
Computed E, in the same sequence as the records: -51831.2022; -56512.7732; -48324.0377; -49260.0580 eV.